Computed, not measured: a gas-phase ion, C23H30NO2 (charge +1), with ωB97M-V with the def2-TZVPD basis set.

Geometry as XYZ:
```
56
C23H30NO2 (ωB97M-V with the def2-TZVPD basis set)
C 2.194 2.758 -1.352
C 3.190 1.645 -1.046
C 3.468 1.561 0.457
C 4.384 0.390 0.787
N 3.773 -0.881 0.332
C 4.518 -2.075 0.811
C 4.021 -2.519 2.186
C 2.790 -3.436 2.155
C 1.611 -2.916 1.327
O 1.440 -1.529 1.589
C 0.331 -0.874 1.081
C 0.139 0.420 1.561
C -0.850 1.212 1.020
C -1.686 0.714 0.023
C -2.666 1.642 -0.622
O -2.316 2.766 -0.918
C -4.022 1.124 -0.882
C -4.563 0.065 -0.152
C -5.851 -0.364 -0.410
C -6.606 0.250 -1.398
C -6.079 1.309 -2.121
C -4.797 1.751 -1.859
C -1.517 -0.594 -0.415
C -0.505 -1.388 0.101
C 3.587 -0.844 -1.136
C 2.651 0.294 -1.521
H 2.023 2.832 -2.422
H 1.238 2.567 -0.868
H 2.572 3.714 -1.001
H 4.128 1.856 -1.569
H 3.939 2.482 0.799
H 2.521 1.455 0.990
H 4.556 0.332 1.863
H 5.348 0.507 0.285
H 2.826 -0.936 0.784
H 5.581 -1.828 0.846
H 4.388 -2.888 0.094
H 4.821 -3.064 2.687
H 3.799 -1.642 2.797
H 2.463 -3.578 3.184
H 3.065 -4.413 1.756
H 1.792 -3.073 0.254
H 0.705 -3.465 1.601
H 0.770 0.783 2.357
H -0.989 2.226 1.363
H -3.987 -0.401 0.635
H -6.271 -1.177 0.162
H -7.610 -0.092 -1.597
H -6.671 1.792 -2.883
H -4.369 2.579 -2.404
H -2.158 -0.990 -1.188
H -0.382 -2.393 -0.271
H 3.173 -1.799 -1.465
H 4.566 -0.712 -1.604
H 2.535 0.301 -2.605
H 1.662 0.127 -1.088
```

Net charge: +1
Kohn-Sham gap, eV: 9.401
ΔE to the lowest compared entry with this formula, charge and spin, kJ/mol: 5.77
HOMO, eV: -11.520
Max |F|, Eh/bohr: 0.017
E, a.u.: -1099.45955
SMILES: C[C@H]1CC[N@H+](CCCCOc2ccc(C(=O)c3ccccc3)cc2)CC1

=====

Computed, not measured: a molecular structure, C23H30NPZr, with ωB97M-V with the def2-TZVPD basis set.

Geometry as XYZ:
```
56
C23H30NPZr (ωB97M-V with the def2-TZVPD basis set)
C 1.930 1.675 -3.538
C 0.721 2.004 -2.927
C 0.276 1.385 -1.748
C 1.070 0.343 -1.209
C 2.252 -0.038 -1.912
C 2.719 0.651 -3.030
C -0.979 1.956 -1.151
C -2.360 1.415 -1.630
N -2.525 0.006 -1.800
Zr 1.781 -0.233 0.796
C 3.089 -1.209 -1.418
P 1.876 -2.432 -0.628
H 0.111 2.810 -3.342
H 3.692 0.359 -3.450
H 2.259 2.223 -4.426
H 3.900 -0.911 -0.714
H 3.570 -1.818 -2.199
H -0.939 1.938 -0.062
H -1.003 3.023 -1.433
H -3.093 1.709 -0.861
C 3.025 -3.639 0.063
C 1.239 -3.242 -2.136
H -2.648 1.929 -2.568
C -1.981 -0.700 -2.923
C -3.135 -0.775 -0.753
H 0.878 -1.332 2.062
H -2.736 -0.822 -3.721
H -1.122 -0.167 -3.355
H -1.651 -1.702 -2.612
H -4.116 -1.175 -1.071
H -2.507 -1.642 -0.483
H -3.293 -0.152 0.144
H 2.048 -3.822 -2.614
H 0.430 -3.927 -1.846
H 0.851 -2.505 -2.856
H 3.630 -4.100 -0.734
H 3.680 -3.168 0.811
H 2.426 -4.419 0.560
H 0.878 -1.778 1.461
C -2.499 0.465 5.067
C -2.335 -0.618 4.168
C -1.455 -0.506 3.097
C -0.734 0.686 2.874
C 0.211 0.831 1.800
C 0.997 1.997 1.668
C 0.792 3.093 2.568
C -0.124 2.977 3.585
C -0.890 1.791 3.780
C -1.779 1.641 4.872
H -3.193 0.375 5.900
H -2.904 -1.535 4.321
H -1.280 -1.346 2.414
H 1.727 2.162 0.844
H 1.391 3.997 2.423
H -0.277 3.793 4.303
H -1.894 2.478 5.570
```

Net charge: +2
Kohn-Sham gap, eV: 4.342
ΔE to the lowest compared entry with this formula, charge and spin, kJ/mol: 3.16
HOMO, eV: -12.490
Max |F|, Eh/bohr: 0.082
E, a.u.: -1336.83587

=====

Computed, not measured: a molecular structure, C23H31AuN2O2S2Si, with ωB97M-V with the def2-TZVPD basis set.

Geometry as XYZ:
```
62
C23H31AuN2O2S2Si (ωB97M-V with the def2-TZVPD basis set)
Au -0.012 0.316 -0.830
C -0.594 -1.250 3.545
C -0.496 -1.250 2.040
N -0.095 -0.147 1.404
N 0.135 0.908 2.179
C 0.816 1.912 1.604
S 1.546 1.973 0.082
S 1.049 3.352 2.583
C -0.499 3.433 3.528
C -1.525 4.334 2.882
C -1.782 4.273 1.513
C -2.764 5.067 0.945
C -3.497 5.946 1.734
C -3.237 6.025 3.094
C -2.254 5.223 3.662
C -0.746 -2.457 1.326
C -0.758 -3.670 2.081
C -0.894 -4.896 1.512
C -1.053 -5.025 0.098
C -1.096 -3.926 -0.679
C -1.007 -2.585 -0.123
O -1.232 -1.629 -0.895
H -0.675 -0.232 3.907
H 0.301 -1.689 3.992
H -1.458 -1.823 3.877
H -0.254 3.783 4.530
H -0.852 2.405 3.609
H -1.207 3.605 0.881
H -2.953 5.002 -0.119
H -4.259 6.572 1.289
H -3.796 6.713 3.715
H -2.055 5.289 4.725
H -0.605 -3.618 3.148
H -0.861 -5.782 2.132
H -1.142 -6.010 -0.343
H -1.233 -3.982 -1.751
C -1.427 2.804 -2.667
Si -0.347 1.301 -2.971
C -1.233 0.132 -4.141
C 1.263 1.844 -3.756
H -1.792 3.225 -3.608
H -0.862 3.578 -2.141
H -2.284 2.540 -2.042
H -1.643 0.684 -4.992
H -2.054 -0.387 -3.642
H -0.548 -0.626 -4.525
H 1.081 2.407 -4.676
H 1.878 0.977 -4.005
H 1.837 2.481 -3.080
C -4.808 1.291 1.384
C -5.138 0.824 -0.053
C -3.812 0.243 -0.542
O -2.817 0.967 0.172
C -3.305 1.014 1.508
H -5.376 0.747 2.138
H -5.013 2.353 1.510
H -5.434 1.669 -0.674
H -5.940 0.087 -0.083
H -3.623 0.373 -1.606
H -3.732 -0.824 -0.302
H -2.760 1.784 2.044
H -3.124 0.045 1.994
```

⟨S²⟩: 2.0632
Kohn-Sham gap (spin up / spin down), eV: 6.042 / 5.480
ΔE to the lowest compared entry with this formula, charge and spin, kJ/mol: 35.78
Spin multiplicity: 3
HOMO (spin up / spin down), eV: -6.355 / -8.134
Max |F|, Eh/bohr: 0.011
E, a.u.: -2376.50673

=====

Computed, not measured: a molecular structure, C23H31Br2N2O9P2S5Ti, with ωB97M-V with the def2-TZVPD basis set.

Geometry as XYZ:
```
75
C23H31Br2N2O9P2S5Ti (ωB97M-V with the def2-TZVPD basis set)
Ti -0.914 0.341 -1.773
C -4.303 0.206 0.536
C -3.860 -1.018 -0.108
N -2.775 -1.200 -0.821
C -2.613 -2.553 -1.125
C -3.598 -3.383 -0.704
S -4.851 -2.528 0.103
C -1.490 -2.983 -1.855
C -1.388 -4.277 -2.323
S 0.079 -4.487 -3.171
C 0.486 -2.797 -2.817
N -0.443 -2.146 -2.130
C 1.787 -2.252 -3.236
H -4.288 1.062 -0.160
H -3.607 0.464 1.385
H -5.303 0.004 0.951
H -3.652 -4.469 -0.724
H -2.155 -5.070 -2.321
H 2.477 -3.071 -3.479
H 2.215 -1.674 -2.383
H 1.653 -1.555 -4.058
C 3.189 -2.855 3.337
C 2.687 -3.409 2.029
S 1.159 -2.491 1.626
C -0.051 -3.588 2.382
C -0.933 -2.875 3.347
S -1.000 -1.105 2.940
C 0.086 -0.422 4.224
C 1.388 -1.081 4.566
S 2.633 -1.131 3.318
H 4.282 -2.877 3.306
H 2.778 -3.413 4.189
H 2.488 -4.478 2.058
H 3.456 -3.253 1.239
H 0.417 -4.443 2.866
H -0.603 -4.000 1.519
H -0.625 -3.030 4.383
H -1.950 -3.212 3.249
H -0.495 -0.359 5.156
H 0.302 0.595 3.921
H 1.248 -2.078 4.980
H 1.909 -0.442 5.311
C -1.301 5.177 -0.936
C -2.128 3.963 -0.489
O -3.196 4.405 0.349
P -1.181 2.744 0.508
O -1.892 2.760 1.931
O 0.220 3.495 0.569
O -0.845 1.307 0.151
P -2.848 2.991 -1.861
O -2.037 3.641 -3.059
O -4.323 3.014 -1.742
O -2.361 1.489 -1.974
H -0.971 5.729 -0.035
H -1.919 5.801 -1.614
H -0.441 4.851 -1.546
H -4.010 4.207 -0.225
H -2.809 3.171 1.819
H 0.705 3.275 1.378
H -2.160 3.164 -3.883
Br -1.154 -0.026 -4.393
Br 6.386 0.093 -1.457
C 4.986 1.328 -1.390
C 5.269 2.647 -1.743
C 4.252 3.533 -2.158
C 2.925 3.090 -2.216
C 2.600 1.807 -1.680
C 3.648 1.000 -1.188
C 1.225 1.307 -1.695
O 0.237 1.962 -2.240
O 0.975 0.088 -1.307
H 6.284 3.023 -1.773
H 4.500 4.552 -2.461
H 2.125 3.727 -2.628
H 3.418 0.017 -0.740
```

⟨S²⟩: 2.0250
Net charge: -1
Kohn-Sham gap (spin up / spin down), eV: 3.098 / 6.612
ΔE to the lowest compared entry with this formula, charge and spin, kJ/mol: 128.23
Spin multiplicity: 3
HOMO (spin up / spin down), eV: -1.237 / -4.752
Max |F|, Eh/bohr: 0.081
E, a.u.: -10353.21344